(1)
{"formula": "C32H48BF3N4O11S", "method": "the ωB97M-V functional and the def2-TZVPD basis", "fmax_ev_per_a": 3.1, "smiles": "CC(=O)OCc1c(CCC(F)=C(F)F)cc2c(c1CB(O)O)C(=O)C(S)=C(CCO)C2=O.CN(C)C=O.CN(C)C=O.CN(C)C=O.CN(C)C=O", "homo_energy_ha": -0.32529, "energy_ev": -82108.481, "e_lumo_ev": -0.982, "elements": ["C", "C", "O", "O", "C", "C", "C", "C", "C", "C", "F", "C", "F", "F", "C", "C", "C", "C", "C", "B", "O", "O", "C", "O", "C", "S", "C", "C", "C", "O", "C", "O", "H", "H", "H", "H", "H", "H", "H", "H", "H", "H", "H", "H", "H", "H", "H", "H", "H", "H", "H", "H", "C", "O", "N", "C", "C", "H", "H", "H", "H", "H", "H", "H", "C", "O", "N", "C", "C", "H", "H", "H", "H", "H", "H", "H", "C", "O", "N", "C", "C", "H", "H", "H", "H", "H", "H", "H", "C", "O", "N", "C", "C", "H", "H", "H", "H", "H", "H", "H"], "coordinates": [[-3.65521, -2.79309, 4.89493], [-2.18335, -3.24596, 5.10438], [-1.91530, -4.39427, 4.85813], [-1.16209, -2.44674, 5.59554], [-1.32512, -1.04640, 5.28741], [-1.40479, -0.71427, 3.76751], [-0.63677, -1.43060, 2.75445], [0.35097, -2.59150, 3.10416], [1.66730, -2.03887, 3.81224], [1.95640, -0.61270, 3.30320], [2.46592, -0.52022, 2.00994], [1.78664, 0.53738, 3.99058], [1.39544, 1.65516, 3.30692], [2.00361, 0.70612, 5.31284], [-0.72708, -1.07434, 1.32280], [-1.61191, 0.00412, 0.96375], [-2.40638, 0.75040, 1.96113], [-2.29047, 0.40353, 3.36691], [-3.11062, 1.24874, 4.39452], [-4.60840, 0.72902, 4.64603], [-5.37220, 1.39919, 5.64158], [-5.23782, -0.30138, 3.95983], [-3.31357, 1.85927, 1.40511], [-4.31344, 2.27542, 1.94915], [-2.93519, 2.45761, 0.02491], [-3.54166, 4.17018, -0.29303], [-2.19712, 1.79215, -0.92470], [-1.86221, 2.55490, -2.24092], [-1.09033, 1.72889, -3.32937], [0.32179, 1.87133, -3.10600], [-1.73783, 0.36256, -0.56149], [-1.49664, -0.52862, -1.34455], [-4.03371, -2.10676, 5.69379], [-3.67899, -2.22683, 3.92064], [-4.31872, -3.68058, 4.73491], [-0.45064, -0.49577, 5.71644], [-2.24206, -0.69440, 5.83303], [-0.11698, -3.42749, 3.67726], [0.70989, -3.05306, 2.12938], [1.56485, -2.07701, 4.92736], [2.51213, -2.69241, 3.47131], [-0.12641, -1.64015, 0.58352], [-3.21105, 2.29669, 3.98871], [-2.54793, 1.37362, 5.36327], [-5.04185, 2.31238, 5.72366], [-6.20428, -0.21460, 4.00003], [-2.43418, 4.97651, -0.26500], [-1.30076, 3.48281, -1.95101], [-2.82912, 2.90267, -2.68931], [-1.29430, 2.24206, -4.31201], [-1.43719, 0.67755, -3.45505], [0.68842, 1.13275, -2.59544], [2.06607, 0.97773, -5.78140], [1.27734, 0.33905, -6.45416], [3.41600, 0.93233, -5.90818], [4.29575, 1.72489, -5.07101], [3.99718, 0.06331, -6.91478], [1.72759, 1.66591, -4.99131], [4.89216, 2.38789, -5.70247], [4.96062, 1.06128, -4.51654], [3.72128, 2.32599, -4.36572], [3.62695, 0.35427, -7.89993], [3.69411, -0.96756, -6.72041], [5.08376, 0.13495, -6.89591], [2.91621, -5.04878, 1.17547], [2.18416, -4.36952, 1.87477], [4.25204, -4.88219, 1.05871], [5.06355, -5.72801, 0.20469], [4.89362, -3.82155, 1.81436], [2.52768, -5.87908, 0.56467], [5.81747, -6.23383, 0.81189], [5.55903, -5.10968, -0.54723], [4.44997, -6.47545, -0.29687], [4.71675, -3.98027, 2.88022], [4.45918, -2.86160, 1.52944], [5.96479, -3.81095, 1.61907], [-5.03032, 4.20387, -3.11656], [-3.91193, 4.43143, -3.53932], [-6.15249, 4.16681, -3.87158], [-7.45538, 3.89045, -3.30052], [-6.04624, 4.41180, -5.29891], [-5.21953, 4.00645, -2.05310], [-7.87104, 2.99549, -3.76939], [-8.11771, 4.73876, -3.48850], [-7.38112, 3.72778, -2.22564], [-5.37828, 3.67147, -5.74324], [-5.62349, 5.40467, -5.46389], [-7.02666, 4.34877, -5.76867], [5.52816, -0.59309, -2.57912], [6.57462, -0.38577, -3.16404], [5.32896, -0.42107, -1.25246], [4.05015, -0.68933, -0.62538], [6.43160, 0.04692, -0.43269], [4.62840, -0.95074, -3.10828], [3.68166, 0.22502, -0.15626], [4.17938, -1.45996, 0.13583], [3.32157, -1.03227, -1.36014], [6.76696, 1.01881, -0.79959], [7.26192, -0.65820, -0.50797], [6.11962, 0.13587, 0.60699]], "atomic_forces_ev_per_a": [[0.5256, 0.9938, -0.5570], [-0.6996, -1.3905, 0.1003], [0.3021, 0.4719, 0.2070], [-1.1196, 0.5647, -0.9116], [-0.2198, 0.6438, -0.0765], [-0.5956, 0.7846, -1.7304], [-0.6476, 0.3516, -0.4828], [0.2857, 0.4454, -1.1291], [0.4672, 0.1590, -0.5651], [0.7811, -0.4290, 1.2563], [-1.5952, -0.0731, 0.9561], [0.0145, -0.1477, -1.4738], [1.2550, -0.6696, 1.4349], [-1.2232, -0.0213, -1.3553], [-1.5826, 1.2397, 2.3736], [-0.0475, 0.2549, 0.7060], [1.4898, -1.4185, -0.2637], [0.4475, -0.3434, -0.8937], [0.8990, -0.2946, -0.3735], [-1.0968, 0.4582, 0.5818], [0.8174, 0.0202, -1.3708], [0.5009, 0.9748, 0.3286], [0.3184, -0.2065, -0.6997], [0.4673, -0.2946, 0.2229], [1.2137, -0.2033, -0.1880], [0.2003, -0.6066, 0.8786], [-0.3973, 0.9387, 0.7078], [-0.3512, -1.3621, -0.0393], [-0.3989, 1.2589, -0.3108], [0.0752, -0.5824, 0.0398], [-0.1962, -0.2070, 1.4212], [0.0286, 0.8250, -0.2543], [0.2780, -0.6833, -0.6726], [-0.0499, -0.3648, 1.0281], [0.8961, 0.7067, 0.5125], [-0.6075, -0.6836, -0.1463], [0.8453, -0.1256, -0.6866], [0.4960, 0.8764, -0.3152], [-0.7499, 0.7938, 1.3207], [0.1683, 0.2865, -0.9667], [-0.7935, 0.4134, 0.5825], [-0.6120, 0.5721, 0.5287], [0.0246, -1.0558, 0.3529], [-0.5706, -0.2728, -0.8992], [-0.1814, -0.5956, 0.2991], [0.4085, -0.0995, 0.2262], [-0.1463, -0.9700, -0.0239], [-0.3257, -0.9197, -0.5148], [0.9310, -0.2485, 0.5371], [0.3149, -0.4749, 0.9317], [0.3996, 0.7644, 0.4237], [-0.4961, 0.1559, -0.2039], [0.1183, 0.1987, 0.0650], [0.1981, -0.1076, -0.0639], [-0.3278, 0.0492, 0.1389], [0.0201, -0.1977, -0.1935], [-0.2525, -0.0119, -0.0097], [0.0518, -0.0063, 0.0066], [0.0734, 0.0616, 0.1619], [0.1414, 0.1901, 0.0012], [-0.0701, -0.0494, -0.0936], [0.0692, -0.1345, -0.0240], [0.0763, -0.0078, -0.1457], [-0.0749, 0.0472, 0.0866], [0.1712, -0.0824, -0.0881], [0.5557, -0.2760, -0.1894], [-0.3454, -0.1534, -0.0991], [0.0861, 0.2191, 0.1579], [-0.2684, -0.0268, 0.0955], [0.0451, -0.0094, -0.0126], [0.0404, -0.0676, -0.1524], [0.0627, -0.1537, -0.0509], [-0.0309, 0.0746, 0.0663], [0.0867, 0.1251, -0.0039], [0.0855, 0.0032, 0.1724], [-0.0784, -0.0691, -0.0443], [-0.5676, 0.0115, -0.2938], [-0.2008, 0.1411, -0.2892], [0.2255, -0.0153, 0.2711], [0.1037, 0.0557, -0.2708], [0.2514, 0.0243, 0.0902], [-0.1233, -0.0305, -0.0838], [-0.1387, 0.0327, 0.1092], [-0.1193, -0.1008, 0.0890], [0.0794, 0.0219, -0.0623], [-0.0336, 0.0986, -0.1120], [-0.0096, -0.0659, -0.1364], [0.0254, -0.0162, 0.1132], [-0.0318, -0.0460, 0.1694], [0.0191, 0.0484, 0.1353], [-0.1429, -0.1443, -0.3866], [0.2356, 0.1716, 0.0632], [0.1079, -0.0156, -0.2547], [-0.0670, -0.0043, 0.0634], [-0.1462, -0.1370, 0.0775], [-0.2239, 0.0837, 0.0018], [0.0942, 0.0104, -0.0195], [0.1043, -0.0417, 0.1108], [0.0593, 0.1230, 0.0726], [-0.0823, -0.0303, -0.0929]], "lowdin_charge": [0.02, -0.49, 0.10, -0.02, -0.11, -0.07, -0.10, -0.11, -0.07, -0.17, 0.04, -0.26, 0.09, 0.11, 0.06, -0.03, -0.01, -0.07, -0.03, -0.61, 0.11, 0.14, -0.32, 0.07, -0.37, 0.84, -0.10, -0.13, -0.22, -0.10, -0.25, 0.10, 0.09, 0.09, 0.10, 0.14, 0.12, 0.11, 0.09, 0.13, 0.09, 0.13, 0.12, 0.12, 0.10, 0.12, -0.09, 0.12, 0.08, 0.13, 0.12, 0.08, -0.35, 0.01, -0.20, -0.05, -0.05, 0.11, 0.09, 0.06, 0.09, 0.09, 0.09, 0.09, -0.31, 0.00, -0.19, -0.05, -0.03, 0.14, 0.09, 0.09, 0.09, 0.10, 0.06, 0.09, -0.38, -0.01, -0.20, -0.06, -0.04, 0.06, 0.09, 0.09, 0.09, 0.09, 0.09, 0.09, -0.37, 0.01, -0.19, -0.05, -0.04, 0.13, 0.09, 0.06, 0.09, 0.09, 0.09, 0.09]}



(2)
{"formula": "C3H3N3O", "method": "the ωB97M-V functional and the def2-TZVPD basis", "fmax_ev_per_a": 1.9, "homo_energy_ha": -0.36081, "energy_ev": -9674.626, "relative_energy_kj_mol": 272.9, "e_lumo_ev": 0.722, "elements": ["N", "C", "N", "N", "O", "C", "C", "H", "H", "H"], "coordinates": [[-1.11055, 0.67633, 0.26503], [-0.77673, 1.39377, 1.27078], [-1.15259, -2.25790, -0.64324], [-0.55012, -3.17490, -0.73269], [1.22980, -0.81076, 0.62618], [1.32936, 0.30264, 0.15586], [0.17857, 1.21272, -0.00699], [-1.71392, -0.07858, -0.03973], [2.30734, 0.70551, -0.17595], [0.25884, 2.03116, -0.71923]], "atomic_forces_ev_per_a": [[-0.0019, 0.2615, 0.5326], [-0.2323, -0.3911, -0.4847], [1.0204, -1.6416, -0.1844], [-1.0509, 1.5534, 0.1450], [0.0898, 0.4501, -0.1652], [-0.0538, -0.2296, 0.1342], [0.2684, 0.0377, -0.2327], [0.0566, 0.1529, 0.0709], [-0.0847, -0.0671, 0.0523], [-0.0115, -0.1261, 0.1319]], "lowdin_charge": [0.00, 0.12, 0.03, 0.06, 0.00, -0.27, -0.28, 0.10, 0.12, 0.11]}